Run P
The ion C3H10N3 with charge +1. Source: the OMol25 dataset; level of theory: the ωB97M-V functional and the def2-TZVPD basis.

Last columns: bonded neighbours and bond lengths (Å).
Positions of all 16 atoms, in Å:
1 C 1.6032 -1.3008 0.1843  N2 1.483, H7 1.102, H8 1.116, H9 1.123
2 N 1.8310 0.0756 -0.3195  C1 1.483, N3 1.386, H10 1.015
3 N 0.6863 0.7680 0.0415  N2 1.386, C4 1.365, H11 1.092
4 C -0.6455 0.5747 -0.1881  N3 1.365, C5 1.476, N6 1.346
5 C -1.5405 0.5123 0.9834  C4 1.476, H12 1.027, H13 1.020, H14 1.061
6 N -1.1170 0.5086 -1.4467  C4 1.346, H15 1.027, H16 1.021
7 H 1.4380 -1.2844 1.2737  C1 1.102
8 H 0.6064 -1.5476 -0.2529  C1 1.116
9 H 2.4347 -2.0072 -0.0801  C1 1.123
10 H 1.8819 0.0698 -1.3328  N2 1.015
11 H 0.7673 0.7681 1.1304  N3 1.092
12 H -2.2705 -0.1864 0.7998  C5 1.027
13 H -2.1322 1.3073 1.2269  C5 1.020
14 H -0.9746 0.3234 1.8602  C5 1.061
15 H -2.0699 0.8479 -1.6228  N6 1.027
16 H -0.4987 0.5706 -2.2575  N6 1.021

HOMO level   -0.52667 Eh
Net charge   +1
Gap between HOMO and LUMO   9.96 eV
Structure (SMILES)   CNNC(C)=[NH2+]
Multiplicity   1

Atomic partial charges in e from the Mulliken method, atoms 1 to 8: atom 1 (C): -0.764, atom 2 (N): -0.455, atom 3 (N): -0.097, atom 4 (C): 0.673, atom 5 (C): -1.291, atom 6 (N): -0.338, atom 7 (H): 0.294, atom 8 (H): 0.332


Run Q
A cluster of 2 separate species, C3H10N3 in total. Source: the OMol25 dataset; level of theory: the ωB97M-V functional and the def2-TZVPD basis.

Last columns: bonded neighbours and bond lengths (Å).
Positions of all 16 atoms, in Å:
1 C -0.3652 0.7211 -2.1336  N2 1.286, H3 1.070, H4 1.095
2 N 0.3328 1.5581 -1.4507  C1 1.286, H5 1.086
3 H -1.3102 0.4474 -1.7138  C1 1.070
4 H -0.1715 0.3395 -3.1418  C1 1.095
5 H 0.9355 2.1522 -2.1313  N2 1.086
6 C 0.1462 -1.9639 0.0490  N9 1.523, H10 1.094, H11 1.102, H12 1.099
7 N -0.0717 1.2457 2.0100  C8 1.331, H13 0.998, H14 1.005
8 C 0.3344 0.3294 1.1344  N7 1.331, N9 1.318, H15 1.061
9 N -0.2345 -0.8539 1.0198  C6 1.523, C8 1.318, H16 1.004
10 H -0.7532 -2.5643 -0.1138  C6 1.094
11 H 0.9575 -2.5874 0.4585  C6 1.102
12 H 0.4373 -1.5095 -0.9087  C6 1.099
13 H -0.8407 1.0616 2.6183  N7 0.998
14 H 0.4095 2.1243 2.0877  N7 1.005
15 H 1.2728 0.5245 0.6798  C8 1.061
16 H -1.0787 -1.0246 1.5361  N9 1.004

HOMO level   -0.50718 Eh
Net charge   +1
Gap between HOMO and LUMO   10.57 eV
Multiplicity   1

Atomic partial charges in e from the Mulliken method, atoms 1 to 8: atom 1 (C): -0.450, atom 2 (N): -0.436, atom 3 (H): 0.373, atom 4 (H): 0.316, atom 5 (H): 0.240, atom 6 (C): -0.764, atom 7 (N): -0.330, atom 8 (C): 0.205


Run R
A cluster of 2 separate species, C3H10N3 in total. Source: the OMol25 dataset; level of theory: the ωB97M-V functional and the def2-TZVPD basis.

Last columns: bonded neighbours and bond lengths (Å).
Positions of all 16 atoms, in Å:
1 C 0.7948 0.0015 -1.2877  N4 1.328, N5 1.344, H7 1.115
2 C -0.3975 -1.7584 -0.1440  N5 1.406, H8 1.106, H9 1.079, H10 1.187
3 C -1.1520 0.9961 1.3654  N6 1.440, H11 1.145, H12 1.092, H13 1.046
4 N 1.4217 1.1659 -1.4108  C1 1.328, H14 0.995, H15 0.988
5 N 0.0587 -0.4327 -0.2503  C1 1.344, C2 1.406, N6 1.408
6 N 0.0774 0.5321 0.7756  C3 1.440, N5 1.408
7 H 0.8081 -0.6435 -2.1967  C1 1.115
8 H -0.7029 -1.8036 0.9183  C2 1.106
9 H -1.2190 -2.0590 -0.7750  C2 1.079
10 H 0.4907 -2.5059 -0.3896  C2 1.187
11 H -1.8953 0.7716 0.5234  C3 1.145
12 H -1.6060 0.4719 2.2088  C3 1.092
13 H -0.9250 1.9704 1.6705  C3 1.046
14 H 1.8114 1.6250 -2.2027  N4 0.995
15 H 1.4511 1.6121 -0.5302  N4 0.988
16 H 0.9837 0.0564 1.7249  no bonds

HOMO level   -0.52486 Eh
Net charge   +1
Gap between HOMO and LUMO   10.33 eV
Multiplicity   1

Atomic partial charges in e from the Mulliken method, atoms 1 to 8: atom 1 (C): -0.007, atom 2 (C): -0.838, atom 3 (C): -0.711, atom 4 (N): -0.216, atom 5 (N): 0.277, atom 6 (N): -0.611, atom 7 (H): 0.382, atom 8 (H): 0.351


Least stable structure: run R


Run P
The ion C4H4NOS with charge +1. Source: the OMol25 dataset; level of theory: the ωB97M-V functional and the def2-TZVPD basis.

Last columns: bonded neighbours and bond lengths (Å).
Positions of all 11 atoms, in Å:
1 C 2.4625 -0.6626 0.8826  N2 1.261, H8 1.020, H9 1.168
2 N 1.2694 -0.4472 0.5358  C1 1.261, C3 1.259
3 C 0.1677 -0.3529 -0.0671  N2 1.259, O4 1.315, C5 1.491
4 O -0.8198 -1.1321 -0.4508  C3 1.315, C5 1.443
5 C -0.9690 0.2568 -0.8145  C3 1.491, O4 1.443, C6 1.415, H10 1.199
6 C -2.1077 0.8925 -0.2651  C5 1.415, S7 1.640, H11 1.141
7 S -3.3225 0.1788 0.5749  C6 1.640
8 H 2.9436 -0.4970 1.7672  C1 1.020
9 H 3.2480 -0.8342 0.0356  C1 1.168
10 H -0.7927 0.5651 -1.9600  C5 1.199
11 H -2.0794 2.0328 -0.2387  C6 1.141

HOMO level   -0.47870 Eh
Net charge   +1
Gap between HOMO and LUMO   7.07 eV
Structure (SMILES)   C=[N+]=C1O[C@H]1C=S
Multiplicity   1

Atomic partial charges in e from the Mulliken method, atoms 1 to 8: atom 1 (C): -0.085, atom 2 (N): -0.077, atom 3 (C): 0.591, atom 4 (O): -0.240, atom 5 (C): 0.188, atom 6 (C): -0.519, atom 7 (S): -0.046, atom 8 (H): 0.322


Run Q
The ion C4H4NOS with charge +1. Source: the OMol25 dataset; level of theory: the ωB97M-V functional and the def2-TZVPD basis.

Last columns: bonded neighbours and bond lengths (Å).
Positions of all 11 atoms, in Å:
1 C 1.6865 0.6909 1.1629  N5 1.196, S7 2.215, H8 1.011
2 C -0.8642 -1.3497 0.4095  C4 1.474, O6 1.240, H9 1.213
3 C 1.1987 0.4251 -1.7374  S7 1.545, H10 1.083
4 C -0.6170 0.0751 0.6944  C2 1.474, N5 1.255, H11 1.131
5 N 0.5250 0.4136 1.0891  C1 1.196, C4 1.255
6 O -0.0364 -2.1988 0.0475  C2 1.240
7 S 2.4863 0.5948 -0.9007  C1 2.215, C3 1.545
8 H 2.3475 0.7175 1.9280  C1 1.011
9 H -2.0017 -1.6804 0.6707  C2 1.213
10 H 0.5528 0.6673 -2.5720  C3 1.083
11 H -1.3648 0.9177 0.5929  C4 1.131

HOMO level   -0.51158 Eh
Net charge   +1
Gap between HOMO and LUMO   7.89 eV
Multiplicity   1

Atomic partial charges in e from the Mulliken method, atoms 1 to 8: atom 1 (C): -0.159, atom 2 (C): 0.133, atom 3 (C): 0.030, atom 4 (C): -0.234, atom 5 (N): 0.079, atom 6 (O): -0.395, atom 7 (S): 0.021, atom 8 (H): 0.471


Least stable structure: run Q